Here is 19 unconnected molecules or ions with the total composition C49H59F15N2O49 at a distorted geometry from the OMol25 dataset. Energies are from ωB97M-V/def2-TZVPD.

Atoms and positions in Å:
N  2.5198  3.0673  1.1831
H  2.1463  2.1648  0.9259
H  3.4015  2.9421  1.6595
H  1.9476  3.6310  1.7953
H  2.5455  3.5315  0.2864
N  -0.6689  3.7531  -1.6078
H  -1.0559  3.3830  -2.4642
H  -0.5265  2.9808  -0.9726
H  -1.2556  4.4115  -1.1155
H  0.2706  4.1179  -1.6732
C  -0.7452  -0.3306  -0.1344
C  0.3261  0.7136  0.1197
O  -0.0241  1.9477  0.1060
O  1.4716  0.4455  0.3958
H  -1.6664  0.0307  -0.5915
H  -1.0645  -0.8758  0.7538
H  -0.2218  -1.0400  -0.7755
C  3.3230  5.5021  -2.8878
C  2.0899  5.4021  -2.0403
O  2.2393  4.6754  -1.0204
O  1.0571  5.7795  -2.6028
H  4.1981  5.3181  -2.2645
H  3.2993  6.4798  -3.3691
H  3.2679  4.7112  -3.6359
C  -3.1204  2.4832  1.6461
C  -2.6151  2.0574  3.0167
O  -2.8505  0.6895  2.8910
C  -3.8343  0.4846  1.9728
O  -4.3789  -0.5387  1.6610
O  -4.1640  1.6169  1.3916
F  -3.3336  2.4458  4.0721
H  -2.2865  2.3483  0.9572
H  -3.4002  3.5339  1.5697
H  -1.5627  2.3039  3.1573
C  1.6252  -2.3707  1.7564
C  2.1297  -3.6879  2.2734
O  0.8685  -4.3857  2.4482
C  0.0797  -3.9521  1.4692
O  -1.0076  -4.4309  1.0985
O  0.5137  -2.7974  1.0512
F  2.7650  -3.4607  3.4296
H  2.2514  -1.9281  0.9817
H  1.4295  -1.6059  2.5080
H  2.7239  -4.2631  1.5634
C  0.4778  -0.8223  -4.2403
C  0.3936  -0.4265  -5.6658
O  -0.5317  0.6569  -5.6257
C  -0.4186  1.2911  -4.4275
O  -0.8976  2.3287  -4.0545
O  0.1954  0.4667  -3.6318
F  -0.1686  -1.4308  -6.3782
H  1.4896  -1.1429  -3.9921
H  -0.2222  -1.5771  -3.8820
H  1.3873  -0.2013  -6.0530
C  -0.5278  -1.2604  4.8024
C  -0.9968  -0.4469  6.0147
O  -2.1791  -1.1193  6.4444
C  -2.6094  -1.9630  5.5377
O  -3.6887  -2.5206  5.5248
O  -1.7420  -1.9573  4.5497
F  -1.3427  0.7118  5.4382
H  0.2538  -2.0064  4.9462
H  -0.1111  -0.6214  4.0239
H  -0.1606  -0.3343  6.7047
C  -4.8515  -3.7492  -1.5966
C  -4.3672  -5.1591  -1.4705
O  -5.6081  -5.7589  -1.1706
C  -6.5272  -4.8958  -0.7162
O  -7.6695  -5.1786  -0.3400
O  -6.0427  -3.7175  -0.8474
F  -3.4485  -5.1326  -0.4845
H  -5.1397  -3.3952  -2.5864
H  -4.1902  -3.0030  -1.1562
H  -3.7884  -5.5688  -2.2983
C  5.3952  1.1362  -2.0377
C  4.0987  0.2972  -2.1388
O  4.4638  -0.8245  -1.4671
C  5.4604  -0.5777  -0.5761
O  5.9783  -1.3772  0.1990
O  5.7761  0.6522  -0.7329
F  3.8755  0.0552  -3.5019
H  5.2178  2.2112  -2.0061
H  6.1282  1.0349  -2.8381
H  3.2708  0.8660  -1.7156
C  3.9510  -4.7668  -4.8121
C  3.8471  -3.2801  -4.6718
O  3.0762  -3.0877  -3.5346
C  3.1919  -4.2001  -2.7860
O  2.7945  -4.3320  -1.6391
O  3.8559  -5.1621  -3.4720
F  3.1768  -2.8218  -5.6871
H  4.9421  -4.9876  -5.2083
H  3.2619  -5.3154  -5.4541
H  4.7755  -2.7215  -4.5532
C  -6.9289  -0.8148  -0.5101
C  -7.8495  -0.0662  0.4506
O  -9.0120  -0.7876  0.4300
C  -9.0212  -1.5498  -0.6971
O  -10.0354  -2.1856  -1.0426
O  -7.8542  -1.4695  -1.3495
F  -7.9891  1.1458  -0.1579
H  -6.2680  -1.5692  -0.0832
H  -6.3470  -0.1213  -1.1173
H  -7.4705  0.1385  1.4519
C  5.5572  -0.4045  4.0469
C  4.3640  -0.2498  3.1878
O  4.4342  1.0634  2.7981
C  5.7227  1.4855  2.8054
O  6.2228  2.5444  2.4826
O  6.4413  0.5264  3.3729
F  3.2506  -0.2886  3.9079
H  5.9774  -1.4045  4.1545
H  5.3067  0.0585  5.0014
H  4.2867  -0.9184  2.3304
C  -0.2053  7.2267  2.7493
C  -1.0550  6.4506  3.7272
O  -1.4205  5.3831  2.8612
C  -1.3700  5.7402  1.5564
O  -1.8728  5.2513  0.5421
O  -0.8239  6.9548  1.4945
F  -2.1265  7.1879  4.0184
H  0.8163  6.8765  2.8965
H  -0.0882  8.2811  2.9997
H  -0.5369  6.1837  4.6483
C  3.3182  2.5213  6.4667
C  2.4080  1.3858  6.5691
O  1.7299  1.5511  5.2102
C  1.7490  2.8414  4.9303
O  1.2521  3.3338  3.8826
O  2.6308  3.4688  5.7362
F  1.5257  1.5406  7.5190
H  4.2410  2.2515  5.9531
H  3.6719  2.9086  7.4222
H  3.0278  0.5126  6.7726
C  8.1832  5.3994  -0.6176
C  7.3740  6.1935  0.4013
O  6.5628  5.1366  0.8378
C  6.2856  4.3471  -0.1581
O  5.2302  3.6234  -0.1527
O  7.2726  4.4846  -1.1158
F  6.6604  7.1378  -0.2197
H  8.9802  4.8238  -0.1470
H  8.4823  6.0877  -1.4081
H  8.0963  6.6656  1.0673
C  -4.4181  -3.4615  2.1730
C  -5.7607  -3.3585  2.8857
O  -5.7619  -4.4106  3.6909
C  -4.9078  -5.3130  3.2245
O  -4.9193  -6.4911  3.6018
O  -4.1893  -4.8173  2.2813
F  -6.7579  -3.2230  1.9966
H  -3.5995  -2.9102  2.6355
H  -4.4104  -3.1952  1.1161
H  -5.6298  -2.4276  3.4374
C  -0.1146  -4.9044  -5.5298
C  -0.7777  -6.1363  -4.9894
O  -1.6788  -5.4861  -4.1111
C  -1.1785  -4.2497  -3.7769
O  -1.6245  -3.5758  -2.8177
O  -0.1247  -3.9493  -4.4776
F  0.2295  -6.7659  -4.3568
H  -0.6732  -4.4690  -6.3583
H  0.8840  -5.0765  -5.9314
H  -1.2104  -6.8193  -5.7204
C  -3.5798  -1.7084  -5.3749
C  -3.6833  -0.4648  -6.1613
O  -3.6365  0.4573  -5.0584
C  -4.2011  -0.1401  -3.9861
O  -4.7230  0.4815  -3.0257
O  -4.3589  -1.4592  -4.1865
F  -4.7958  -0.3274  -6.8856
H  -2.5405  -1.9069  -5.1130
H  -4.0398  -2.4848  -5.9863
H  -2.8168  -0.4395  -6.8221

As for the LUMO energy: -0.518 eV.

Atom charges from the Löwdin analysis, given in e for atoms 1 to 8: N 0.319; H 0.064; H 0.100; H 0.102; H 0.050; N 0.300; H 0.091; H 0.027